This record from OMol25 describes a molecular structure, C30H47N8O3PbS. The level of theory is ωB97M-V/def2-TZVPD.

Atoms and positions in Å:
H1 -4.617085 -5.316495 -0.402960
H2 4.664666 2.396423 1.020608
H3 -2.534117 2.734859 1.707345
H4 -1.363993 -4.542832 -3.716056
H5 0.997706 3.705791 -0.827171
C1 -0.829889 -4.270615 -2.797834
H6 2.689176 -4.271597 -1.989250
H7 -0.603384 -5.195692 -2.251162
C2 -3.384199 2.612131 2.373958
H8 1.882926 -1.810290 2.835731
N1 -2.218079 0.351099 1.472824
C3 4.498238 3.326944 -0.909552
H9 -3.715008 2.097023 5.197833
H10 4.278391 -2.216305 3.206554
C4 2.939251 3.666537 1.073624
C5 -4.033952 1.416943 4.404215
H11 5.543136 3.216243 -1.186676
H12 1.159751 -4.323610 -3.647353
H13 -4.736350 -0.649161 1.109236
C6 1.863846 -2.484456 0.815882
H14 0.712417 1.385047 -3.418166
H15 4.124382 4.253299 -1.343422
H16 2.677868 4.641070 -5.314972
H17 -0.366748 3.921511 -2.424086
H18 3.490764 2.588111 -3.993684
C7 4.360513 3.358933 0.606218
H19 2.622977 4.638925 0.684957
C8 2.021430 3.835342 -4.983202
H20 -1.692160 0.765923 5.297133
H21 5.674295 -3.139459 1.385385
H22 -2.094451 -2.045426 2.254192
S1 1.932767 0.289239 -1.382654
C9 -3.701975 -3.390183 -0.594119
N2 1.383739 2.787911 -0.645408
H23 2.359797 1.601979 0.740976
C10 -2.700208 -3.953685 -1.476456
H24 0.991616 5.300120 -3.806023
H25 5.028572 4.121302 1.012523
C11 2.849427 2.558960 -4.871513
C12 2.664681 -3.074763 -0.205949
H26 4.616393 -3.751955 -0.751719
H27 -0.547909 -0.568292 5.159491
N3 -1.051841 0.332629 0.916946
C13 0.492543 -3.587174 -3.176054
C14 -2.401388 0.468163 2.813919
O1 -3.023216 -1.094025 -0.765773
C15 1.253751 1.849644 -1.569960
H28 2.227515 1.669373 -4.813325
C16 -1.592159 -0.278488 5.014825
N4 -1.672564 -3.408292 -1.990180
C17 2.129834 -3.490659 -1.461811
C18 3.832107 -2.453397 2.253205
C19 0.200880 3.410665 -3.211305
H29 2.135524 4.312405 -2.887736
H30 -6.294300 -4.621038 1.242565
N5 1.068651 -3.010424 -1.994472
N6 -1.922710 -0.481638 3.620989
H31 -1.421896 -2.479541 3.835413
H32 1.083426 2.620971 1.392387
C20 4.619417 -2.985093 1.232322
H33 -2.878774 -5.022750 -1.664659
C21 1.374835 4.286705 -3.671299
H34 -6.291489 -2.300308 2.089200
C22 -1.430105 -1.722648 3.054324
H35 3.484490 2.456461 -5.747278
H36 -2.213613 -0.899119 5.664824
C23 2.493972 -2.232782 2.053206
O2 -0.063789 0.665929 1.591612
H37 -5.037300 1.709861 4.089151
H38 3.948321 2.489432 -1.329866
O3 0.593078 -2.216430 0.716369
C24 -4.716584 -1.680557 0.785844
N7 0.608447 2.107542 -2.719990
C25 1.918900 2.597815 0.687509
C26 -3.793899 -2.045162 -0.192159
H39 -0.428664 -1.620000 2.626174
H40 -3.029316 -0.300127 -0.199827
C27 -4.639880 -4.290043 -0.066847
H41 0.293427 -2.775700 -3.883292
C28 4.025594 -3.320279 0.043448
Pb1 -0.301073 -1.278927 -1.140978
H42 -0.478324 3.244241 -4.050933
N8 -3.154324 1.486312 3.256170
H43 -3.498915 3.514826 2.971875
H44 -4.080876 0.403041 4.791660
H45 1.250454 3.711814 -5.746692
C29 -5.578901 -3.909086 0.865784
H46 -4.282794 2.467986 1.768926
C30 -5.592756 -2.600268 1.324142
H47 2.947066 3.731292 2.162346

Atoms 1-6, force components in eV/Å:
H 0.1 -0.1 0.0
H 0.1 0.0 0.1
H -0.1 0.1 0.0
H 0.1 0.0 0.1
H 0.0 -0.1 -0.1
C 0.3 -0.4 -0.4

Values from the calculation:
**DFT total energy**: -66013.015 eV
**Molecular weight**: 807.0 u
**Spin multiplicity**: 1
**Energy relative to the best compared isomer or geometry (same formula, charge and spin)**: 0.000 eV
**LUMO energy**: -2.113 eV
**Net charge**: +1
**Strongest force on any atom**: 1.6 eV/Å
**HOMO-LUMO gap**: 7.63 eV

Okay, here come the Löwdin numbers, in e, for every atom: 0.115, 0.111, 0.087, 0.128, 0.142, -0.208, 0.141, 0.128, -0.031, 0.104, 0.026, -0.107, 0.101, 0.106, -0.189, -0.034, 0.076, 0.125, 0.107, -0.382, 0.101, 0.069, 0.108, 0.117, 0.069, -0.252, 0.112, -0.246, 0.090, 0.100, 0.091, 0.612, -0.124, 0.041, 0.080, -0.095, 0.114, 0.108, -0.095, -0.168, 0.113, 0.105, -0.203, -0.224, -0.324, -0.082, -0.785, 0.057, -0.028, -0.039, -0.085, -0.071, -0.174, 0.094, 0.107, -0.130, -0.107, 0.105, 0.101, -0.093, 0.133, -0.194, 0.110, -0.016, 0.076, 0.101, -0.012, -0.084, 0.099, 0.035, -0.281, -0.025, -0.001, -0.217, -0.268, 0.059, 0.058, -0.027, 0.114, -0.043, 1.291, 0.129, -0.122, 0.099, 0.090, 0.109, -0.076, 0.098, -0.061, 0.112

This record from OMol25 describes a molecular structure, C16H31CaFN5. The level of theory is ωB97M-V/def2-TZVPD.

Atoms and positions in Å:
C1 2.327160 0.616829 1.461396
H1 2.112246 1.613127 1.085833
H2 -1.416384 -2.090943 -3.657727
H3 -3.873394 1.093368 0.281968
N1 -0.959876 2.610246 -1.257303
H4 -3.737511 -0.239510 2.037496
C2 0.367880 2.666029 -1.909970
H5 1.013718 0.861559 -4.061864
H6 -0.879403 -0.788232 1.067478
H7 -3.489523 -2.272453 0.506031
H8 -3.136135 3.141195 0.305606
N2 1.501367 -0.356437 1.074645
H9 -1.995715 -3.176196 0.638587
C3 -2.750273 0.097499 1.713659
C4 -0.830354 -2.316347 -1.589904
C5 1.122201 1.320778 -1.944079
H10 1.094411 -2.372533 1.226032
C6 2.840281 -1.876083 2.358581
H11 4.691754 -1.965519 4.312997
H12 4.036480 1.262035 2.571660
N3 -2.921242 1.085448 0.628934
H13 0.992120 0.787090 -0.995960
C7 -2.424834 2.472247 0.792887
H14 -0.706265 3.751867 0.530297
H15 0.976764 3.429171 -1.413552
C8 4.880548 -1.129282 3.641634
H16 5.139221 -0.256610 4.239181
C9 3.697626 -0.857639 2.762408
N4 -0.467164 -0.301784 -3.133435
C10 -2.406692 -2.190753 0.394479
H17 5.750962 -1.383742 3.033755
C11 -0.588432 -1.774595 -3.021090
N5 -2.136714 -1.896421 -1.030973
H18 -2.418178 2.736055 1.854385
H19 1.622315 -0.440911 -3.060963
H20 -0.747089 -3.408307 -1.618728
C12 1.772380 -1.580664 1.530962
C13 -1.872064 -1.131233 1.380171
F1 -3.458407 0.780161 -2.549578
H21 2.189467 1.553106 -1.984110
Ca1 -1.865682 0.427692 -1.377455
H22 -2.881105 -2.265076 -1.611390
H23 -2.297052 0.602380 2.570448
C14 3.415460 0.420600 2.292772
H24 -1.698385 -1.638700 2.332553
C15 -1.013463 2.748165 0.216568
C16 0.861810 0.342181 -3.113001
H25 -1.584551 3.288499 -1.677663
H26 0.208186 3.015638 -2.931706
H27 0.314260 -2.247864 -3.418113
H28 2.996402 -2.894819 2.689260
H29 -0.035159 -1.949883 -0.930239
H30 -1.031956 0.038330 -3.903110
H31 -0.302017 2.041239 0.659251

Atoms 1-6, force components in eV/Å:
C 0.0 0.0 0.0
H 0.0 0.0 0.0
H 0.0 0.0 0.0
H 0.0 0.1 0.1
N -0.1 0.1 0.2
H 0.0 0.0 0.0

Values from the calculation:
**DFT total energy**: -45700.038 eV
**Molecular weight**: 352.5 u
**Spin multiplicity**: 1
**Energy relative to the best compared isomer or geometry (same formula, charge and spin)**: 1.234 eV
**LUMO energy**: -1.848 eV
**Net charge**: +1
**Strongest force on any atom**: 0.6 eV/Å
**HOMO-LUMO gap**: 10.67 eV

Okay, here come the Löwdin numbers, in e, for every atom: -0.147, 0.099, 0.128, 0.118, -0.184, 0.125, -0.189, 0.125, 0.066, 0.127, 0.128, 0.027, 0.119, -0.186, -0.196, -0.177, 0.099, -0.016, 0.085, 0.119, -0.176, 0.065, -0.178, 0.127, 0.119, -0.034, 0.085, -0.257, -0.177, -0.189, 0.095, -0.178, -0.184, 0.122, 0.121, 0.127, -0.147, -0.177, -0.696, 0.120, 1.353, 0.127, 0.121, -0.016, 0.120, -0.196, -0.186, 0.127, 0.127, 0.122, 0.119, 0.102, 0.118, 0.103

This record from OMol25 describes a gas-phase ion, C3H2NS2 (charge -1). The level of theory is ωB97M-V/def2-TZVPD.

Atoms and positions in Å:
H1 1.440580 1.866184 -0.084522
C1 0.822223 -1.225237 0.463666
S1 -2.911882 -0.726318 -0.143918
N1 1.336781 -0.103139 0.050953
S2 -0.945946 1.430773 -0.029255
C2 -1.398592 -0.113830 0.092213
C3 0.846548 1.063078 -0.123932
H2 0.810290 -2.191508 -0.225207

Atoms 1-6, force components in eV/Å:
H 2.2 3.0 -0.2
C -1.2 -0.2 -1.4
S -0.2 0.0 0.3
N -0.8 -0.7 0.1
S 1.5 0.8 -0.1
C -0.5 -2.9 -0.2

Values from the calculation:
**DFT total energy**: -26300.607 eV
**Molecular weight**: 116.2 u
**Spin multiplicity**: 1
**Energy relative to the best compared isomer or geometry (same formula, charge and spin)**: 4.657 eV
**LUMO energy**: 3.523 eV
**Net charge**: -1
**Strongest force on any atom**: 3.8 eV/Å
**HOMO-LUMO gap**: 5.83 eV

Okay, here come the Löwdin numbers, in e, for every atom: -0.012, -0.065, 0.269, -0.209, 0.743, -1.245, -0.512, 0.030

This record from OMol25 describes a single C4H9NO3 molecule. The level of theory is ωB97M-V/def2-TZVPD.

Atoms and positions in Å:
H1 -0.836098 1.361848 1.373274
O1 2.254362 0.045685 -0.676360
O2 -1.303138 0.531791 1.560093
H2 -1.754336 -1.193577 0.685051
C1 0.553107 1.797877 -0.556336
H3 0.656991 -1.925074 1.386629
O3 -2.080338 0.414342 -0.574388
H4 -0.454607 2.161185 -0.619258
H5 0.080141 -2.652944 -0.133866
H6 1.676451 -1.977270 -0.031110
C2 0.650883 -1.831712 0.295626
C3 -1.337258 -0.217158 0.407458
H7 -3.033070 0.373045 -0.431184
H8 2.666438 0.688622 -1.265419
C4 0.854730 0.515918 -0.363691
N1 0.094744 -0.578005 -0.165878
H9 1.310997 2.485427 -0.890640

Atoms 1-6, force components in eV/Å:
H 0.0 -0.1 0.0
O -2.4 0.9 0.9
O 0.4 0.1 0.3
H 0.1 0.2 -0.1
C -0.1 0.4 0.0
H -0.1 0.1 0.0

Values from the calculation:
**DFT total energy**: -11924.970 eV
**Molecular weight**: 119.1 u
**SMILES**: C=C(O)N(C)C(O)O
**Spin multiplicity**: 1
**Energy relative to the best compared isomer or geometry (same formula, charge and spin)**: 2.571 eV
**LUMO energy**: 0.713 eV
**Strongest force on any atom**: 4.7 eV/Å
**HOMO-LUMO gap**: 8.87 eV

Okay, here come the Löwdin numbers, in e, for every atom: 0.087, -0.028, 0.034, 0.154, 0.029, 0.095, 0.028, 0.052, 0.088, 0.082, -0.056, -0.414, 0.114, 0.081, -0.358, -0.043, 0.054